C38H46BrF4Ge2O2PSn | the ωB97M-V functional and the def2-TZVPD basis

Geometry as XYZ:
```
95
Properties=species:S:1:pos:R:3:forces:R:3:lowdin_charge:R:1
Sn 13.709 11.341 10.693 0.42 0.04 -0.21 0.716
C 12.813 8.896 14.815 -1.22 1.60 0.27 -0.157
C 14.121 9.399 14.282 2.87 -0.33 -1.15 -0.359
Ge 14.336 11.199 13.374 -1.38 -0.58 -0.29 0.734
C 13.442 12.632 14.291 -1.12 0.36 -0.94 -0.411
C 13.922 12.632 15.708 -0.15 -0.06 1.25 -0.176
C 16.196 11.905 13.251 -0.24 -0.33 0.05 -0.199
C 17.173 11.073 12.789 0.74 -0.87 1.69 -0.281
Ge 16.651 10.601 10.931 0.93 -1.02 -1.68 0.864
C 17.543 8.906 10.444 -1.01 -0.41 -0.06 -0.370
C 17.358 8.317 9.058 0.46 -1.78 -1.91 -0.179
C 17.379 12.001 9.748 -0.13 0.23 0.64 -0.333
C 18.200 12.999 10.586 1.35 -0.25 0.01 -0.146
C 18.346 10.652 13.614 0.05 1.38 -0.92 -0.191
C 18.401 11.022 14.963 0.43 -0.64 1.14 0.002
C 19.525 10.734 15.758 -0.84 0.75 -0.32 -0.025
C 20.657 10.297 15.129 0.12 -0.08 -0.44 -0.038
C 20.707 10.078 13.760 0.24 -0.22 0.37 -0.033
C 19.551 10.171 13.048 -0.84 -0.40 -0.78 -0.020
H 12.980 8.260 15.664 -0.02 -0.44 0.29 0.078
H 12.247 8.370 14.055 -0.04 -0.23 -0.09 0.058
H 12.153 9.729 15.158 0.42 -0.54 -0.09 0.068
H 14.419 8.749 13.420 -0.01 0.20 0.73 0.035
H 14.984 9.280 15.011 -1.08 0.29 -0.68 0.089
H 12.325 12.618 14.113 1.07 -0.20 0.56 0.074
H 13.769 13.520 13.757 0.10 0.34 0.00 0.060
H 13.800 13.592 16.206 -0.51 -0.04 0.17 0.083
H 14.998 12.486 15.774 0.25 -0.26 -0.12 0.048
H 13.454 11.815 16.294 0.22 0.58 -0.15 0.088
H 16.398 12.895 13.644 0.05 0.06 0.48 0.108
H 17.127 8.159 11.101 0.16 -0.27 0.66 0.057
H 18.571 9.091 10.736 0.16 -0.19 -0.31 0.041
H 16.289 8.095 8.762 1.04 0.50 0.46 0.053
H 17.877 7.300 8.948 -0.78 1.09 0.77 0.103
H 17.862 8.788 8.192 -0.52 0.64 0.63 0.073
H 16.475 12.421 9.354 -0.31 0.66 -0.50 0.007
H 17.961 11.628 8.891 -0.32 -0.33 0.52 0.084
H 17.804 14.002 10.642 -0.47 0.17 0.02 0.070
H 19.176 13.119 10.065 -0.43 -0.08 0.71 0.091
H 18.384 12.650 11.642 0.13 0.51 -1.18 0.053
H 17.555 11.445 15.454 -0.62 0.27 0.13 0.103
H 19.595 10.938 16.830 -0.49 -0.03 -0.40 0.129
H 21.520 10.100 15.698 1.00 -0.10 0.65 0.112
H 21.652 9.792 13.317 -0.19 -0.16 -0.18 0.127
H 19.536 9.786 12.048 0.16 0.34 -0.40 0.086
C 14.594 11.222 5.743 1.18 1.35 2.34 -0.044
O 14.099 12.331 6.557 0.57 -1.53 -0.25 -0.241
C 14.191 13.621 6.022 -0.62 0.38 0.30 -0.214
C 14.151 14.615 7.178 -0.68 0.37 -1.45 -0.242
O 13.124 14.249 8.061 -0.80 0.96 0.79 -0.250
C 12.923 15.308 9.081 0.62 -3.18 -0.08 -0.040
H 15.715 11.182 5.831 -0.92 0.16 -0.53 0.104
H 14.238 11.277 4.754 -0.27 0.05 -1.31 0.075
H 14.228 10.346 6.248 -0.31 -0.49 0.01 0.070
H 13.276 13.837 5.442 0.42 -0.19 -0.29 0.129
H 15.097 13.796 5.426 -0.20 -0.13 0.00 0.137
H 13.911 15.578 6.663 0.35 -0.25 0.63 0.143
H 15.106 14.688 7.680 0.46 0.04 0.35 0.113
H 12.332 16.134 8.715 -0.08 0.22 -0.11 0.083
H 13.981 15.549 9.271 -0.69 0.69 0.92 0.082
H 12.393 14.734 9.938 0.95 1.36 -1.17 0.097
F 9.810 4.982 10.220 0.10 -1.45 0.32 0.202
C 10.120 6.211 10.454 1.92 0.80 -0.11 -0.136
C 9.103 7.126 10.404 -1.80 0.75 -0.49 -0.074
F 7.816 6.674 10.219 2.15 0.90 0.48 0.126
C 9.410 8.504 10.426 -1.57 -0.50 0.52 -0.149
F 8.350 9.382 10.546 1.87 -1.46 -0.34 0.081
C 10.733 8.905 10.396 -0.58 1.31 0.02 -0.327
P 11.064 10.698 10.390 -0.39 0.91 0.30 0.970
C 10.226 11.379 11.929 -0.99 -0.98 -0.83 -0.358
C 9.971 10.543 13.046 1.37 2.19 0.37 -0.073
C 9.576 11.149 14.266 0.14 -2.98 -0.01 -0.079
C 9.172 12.448 14.324 -0.56 0.94 -0.13 -0.077
C 9.275 13.189 13.161 -0.13 1.31 -1.36 -0.062
C 9.752 12.698 11.921 0.80 -0.09 1.36 -0.078
C 10.274 11.449 8.882 -0.72 -0.90 0.74 -0.334
C 8.877 11.642 8.981 0.65 0.80 -1.48 -0.085
C 8.228 12.201 7.853 -0.29 -0.64 1.48 -0.048
C 8.901 12.510 6.676 0.26 0.84 1.03 -0.050
C 10.270 12.235 6.589 -0.33 -0.54 -0.05 -0.041
C 10.946 11.644 7.672 -0.97 0.87 -0.04 -0.071
C 11.753 7.965 10.432 1.14 -0.75 0.40 -0.503
Br 13.634 8.445 10.267 -0.80 -0.22 0.18 0.801
C 11.510 6.621 10.596 -1.40 -0.92 -0.26 -0.196
F 12.476 5.691 10.793 -1.13 1.12 -0.53 0.093
H 10.357 9.546 13.062 -0.12 -0.57 -0.03 0.085
H 9.573 10.463 15.146 -0.27 0.81 -0.65 0.129
H 8.690 12.911 15.202 0.67 -0.40 -0.38 0.133
H 8.990 14.245 13.194 -0.09 -0.35 -0.05 0.118
H 9.879 13.338 11.037 -0.24 -0.22 0.55 0.114
H 8.363 11.422 9.908 -0.12 0.27 -0.33 0.092
H 7.161 12.394 7.986 0.28 0.10 -0.35 0.117
H 8.385 13.185 5.985 0.27 -0.79 -0.27 0.124
H 10.758 12.443 5.636 0.23 -0.02 0.48 0.115
H 11.989 11.477 7.605 0.99 -0.12 -0.16 0.068
```
Forces are in eV/Å.

Frontier orbital gap (spin up / spin down) = 5.36 / 4.99 eV
DFT total energy = -253289.1530 eV
Net charge = +2

C38H46CaN4OPS2Si2 | the ωB97M-V functional and the def2-TZVPD basis

Geometry as XYZ:
```
95
Properties=species:S:1:pos:R:3:forces:R:3:lowdin_charge:R:1
Ca -0.726 -0.155 2.050 0.02 0.08 -0.03 1.004
C 2.649 1.649 3.525 0.01 -0.01 0.00 -0.184
Si 1.740 0.198 4.311 0.03 0.01 -0.02 0.414
C 0.202 0.915 5.134 0.04 0.00 -0.01 -0.187
C 2.873 -0.388 5.706 -0.01 -0.03 0.01 -0.188
C 1.399 -1.173 3.115 -0.06 -0.06 -0.03 -0.417
C 1.889 -1.002 1.771 0.13 -0.05 0.01 -0.446
C 2.671 -1.953 1.056 -0.02 0.02 0.01 -0.046
C 3.175 -1.646 -0.182 0.00 -0.05 0.00 -0.080
C 2.905 -0.402 -0.764 0.00 0.02 -0.02 -0.086
C 2.073 0.446 -0.071 0.03 -0.03 0.02 -0.162
N 1.549 0.155 1.127 -0.12 0.03 0.01 -0.025
Si 1.086 -2.860 3.780 0.04 0.02 0.03 0.416
C 2.621 -3.860 4.262 0.01 0.00 0.00 -0.180
C 0.119 -3.899 2.533 0.01 0.00 -0.01 -0.169
C 0.013 -2.780 5.324 0.00 0.00 -0.01 -0.177
H 3.526 1.317 2.963 0.00 -0.01 0.00 0.031
H 2.989 2.321 4.318 0.00 0.01 0.00 0.026
H 2.017 2.215 2.839 0.00 0.00 0.01 0.017
H 0.510 1.672 5.862 -0.03 0.01 0.00 0.031
H -0.378 0.155 5.662 0.00 -0.01 -0.01 0.019
H -0.483 1.410 4.437 -0.01 0.01 0.01 -0.003
H 3.061 0.425 6.412 0.00 0.00 0.00 0.025
H 3.834 -0.709 5.294 0.00 0.00 0.00 0.030
H 2.456 -1.227 6.266 0.01 0.01 0.00 0.007
H 2.915 -2.896 1.526 0.00 0.00 0.02 0.086
H 3.798 -2.365 -0.702 0.00 0.00 0.00 0.103
H 3.302 -0.126 -1.731 -0.01 0.01 0.00 0.081
H 1.787 1.409 -0.481 0.00 0.01 0.01 0.076
H 3.283 -4.049 3.414 0.00 -0.01 0.00 0.013
H 2.331 -4.828 4.681 0.00 0.00 0.00 0.023
H 3.203 -3.327 5.018 0.00 0.00 0.00 0.015
H 0.571 -3.888 1.538 0.00 0.00 0.00 0.022
H -0.900 -3.509 2.444 -0.01 0.01 0.01 0.018
H 0.048 -4.939 2.863 0.00 0.00 0.00 0.033
H 0.477 -2.220 6.138 -0.01 -0.01 0.00 0.015
H -0.179 -3.794 5.686 -0.01 0.00 0.01 0.032
H -0.952 -2.317 5.104 0.00 0.00 0.00 -0.005
N 0.276 3.661 -0.275 0.02 0.00 -0.04 0.089
C 0.134 4.210 -1.540 0.01 0.01 0.00 -0.327
C 0.368 5.580 -1.730 0.01 0.01 0.00 -0.045
C 0.272 6.152 -2.981 -0.01 -0.01 0.00 -0.099
C -0.068 5.380 -4.089 0.00 0.00 0.00 -0.105
C -0.291 4.028 -3.911 0.00 0.01 -0.01 -0.097
C -0.183 3.421 -2.660 -0.01 -0.01 0.02 -0.319
P -0.401 1.617 -2.442 0.00 0.01 -0.04 1.116
C 0.998 0.962 -3.431 -0.01 0.00 0.02 -0.374
C 0.977 -0.374 -3.840 0.00 0.00 0.00 -0.116
C 2.073 -0.947 -4.463 0.00 -0.01 0.01 -0.088
C 3.225 -0.199 -4.675 0.01 0.00 0.00 -0.105
C 3.263 1.125 -4.265 -0.01 0.00 0.00 -0.095
C 2.158 1.702 -3.650 -0.01 0.00 0.00 -0.091
C -1.850 1.266 -3.503 0.03 0.00 -0.02 -0.376
C -3.080 1.292 -2.849 0.00 -0.03 0.02 -0.099
C -4.260 1.065 -3.541 0.00 0.00 -0.01 -0.077
C -4.216 0.789 -4.900 0.01 -0.01 0.00 -0.093
C -2.994 0.750 -5.562 -0.01 0.00 -0.01 -0.094
C -1.816 0.991 -4.869 0.00 0.01 0.02 -0.110
H 0.243 4.337 0.472 -0.01 -0.01 0.01 0.089
H -0.327 2.871 -0.071 -0.03 -0.01 0.02 -0.025
H 0.618 6.190 -0.870 0.00 0.00 0.00 0.106
H 0.451 7.215 -3.095 0.00 0.00 0.00 0.098
H -0.159 5.829 -5.069 0.00 0.00 0.00 0.093
H -0.557 3.414 -4.764 0.00 0.00 0.00 0.100
H 0.087 -0.971 -3.676 0.00 0.00 -0.01 0.096
H 2.033 -1.983 -4.776 0.00 0.00 0.00 0.101
H 4.086 -0.647 -5.154 0.00 0.00 0.00 0.097
H 4.156 1.718 -4.423 0.00 0.00 0.00 0.101
H 2.199 2.738 -3.338 0.00 0.01 0.00 0.105
H -3.122 1.499 -1.786 0.00 0.00 0.00 0.069
H -5.199 1.100 -3.003 0.00 0.00 0.01 0.090
H -5.132 0.601 -5.446 0.00 0.00 0.00 0.097
H -2.959 0.535 -6.623 0.00 0.00 0.00 0.097
H -0.868 0.957 -5.394 0.00 0.00 0.00 0.099
S -2.153 2.144 1.737 -0.01 0.00 -0.02 0.462
C -3.533 1.078 1.545 -0.02 -0.05 0.02 -0.795
C -4.461 1.466 0.516 0.01 0.01 0.01 -0.303
N -5.179 1.797 -0.323 0.00 -0.01 0.01 0.163
C -3.821 -0.058 2.255 0.01 0.02 -0.04 -0.816
S -2.902 -0.781 3.553 -0.03 -0.01 -0.01 0.484
C -5.010 -0.787 1.888 -0.01 0.03 0.06 -0.330
N -5.939 -1.412 1.617 0.01 -0.01 -0.03 0.148
C -1.004 -3.193 -1.469 -0.01 0.02 -0.01 -0.134
C -2.120 -3.675 -0.524 0.01 0.00 0.00 -0.141
C -2.559 -2.400 0.176 -0.02 -0.01 0.02 -0.188
O -1.338 -1.654 0.309 0.06 0.06 0.00 -0.299
C -0.629 -1.802 -0.931 -0.04 -0.03 -0.01 -0.176
H -1.361 -3.117 -2.497 0.01 0.00 0.00 0.105
H -0.149 -3.868 -1.462 0.00 0.00 0.02 0.106
H -1.724 -4.373 0.213 0.00 -0.01 -0.01 0.099
H -2.944 -4.157 -1.048 0.01 0.01 -0.01 0.114
H -2.966 -2.548 1.173 -0.02 0.02 0.00 0.095
H -3.267 -1.823 -0.428 0.00 0.00 0.01 0.134
H 0.432 -1.678 -0.728 0.02 0.01 0.00 0.100
H -0.960 -1.009 -1.606 -0.01 -0.01 -0.02 0.078
```
Forces are in eV/Å.

Frontier orbital gap = 6.87 eV
DFT total energy = -113321.4510 eV
Relative energy (zero: lowest compared OMol25 entry of this formula, charge and spin) = 0.0 kcal/mol
Net charge = -1